Density functional theory data (ωB97M-V with the def2-TZVPD basis set) for a cluster of 11 separate species, C61H125FN2O27 in total.

F_max in eV/Å: 3.3
SMILES: O=C1OC[C@@H](F)O1.COCCOCCOC.COCCOCCOC.COCCOCCOC.COCCOCCOC.COCCOCCOC.COCCOCCOC.COCCOCCOC.COCCOCCOC.c1ccncc1.c1ccncc1
E_HOMO in eV: -9.241
LUMO energy in eV: 0.47
Total energy in eV: -126247.0406

Element x y z (Å)
C1 -1.08447 -0.37843 4.04995
C2 -0.01554 -1.34882 4.21708
O1 0.03812 -1.64408 5.58062
C3 -0.50961 -0.51662 6.25660
O2 -0.44108 -0.23958 7.38670
O3 -1.00098 0.29936 5.28902
F1 1.22087 -0.73863 3.85416
H1 -2.05005 -0.88393 3.88837
H2 -0.86663 0.16050 3.17595
H3 -0.01405 -2.25329 3.62434
C4 -3.05023 8.10402 0.06556
O4 -3.91627 7.45830 0.98676
C5 -3.15138 6.66710 1.86995
C6 -3.04130 5.29851 1.37190
O5 -2.12749 5.18516 0.33200
C7 -1.37092 4.00534 0.25914
C8 -0.02154 4.37369 0.72044
O6 -0.04473 4.93492 2.00347
C9 1.25035 5.41648 2.30420
H4 -2.54083 8.95588 0.52894
H5 -3.63793 8.46774 -0.74385
H6 -2.26665 7.37808 -0.28056
H7 -3.83378 6.63108 2.74637
H8 -2.18028 7.10413 2.10960
H9 -4.02094 5.02034 1.05104
H10 -2.83701 4.65482 2.23180
H11 -1.31434 3.66747 -0.81055
H12 -1.86324 3.19040 0.87199
H13 0.43492 5.15474 0.05237
H14 0.71479 3.50596 0.70164
H15 1.88570 4.60421 2.58988
H16 1.18266 5.98954 3.29113
H17 1.71813 6.06691 1.55858
C10 -2.22192 -2.66110 0.59365
O7 -2.28168 -1.29191 0.57837
C11 -3.52878 -0.77064 0.13728
C12 -3.51870 0.74413 0.31646
O8 -3.74830 1.20116 1.61268
C13 -4.85350 0.67193 2.32626
C14 -5.02151 1.43410 3.63149
O9 -3.98007 1.02718 4.56907
C15 -3.91066 1.89877 5.61905
H18 -2.68654 -3.13117 -0.31196
H19 -2.80903 -3.01043 1.42740
H20 -1.21520 -2.95447 0.66587
H21 -4.38944 -1.14025 0.66399
H22 -3.78595 -1.03987 -0.90561
H23 -4.37980 1.16867 -0.37729
H24 -2.56256 1.13460 -0.00422
H25 -4.64976 -0.39074 2.57783
H26 -5.69560 0.70616 1.68558
H27 -5.94734 1.24118 4.10155
H28 -4.98559 2.53666 3.45739
H29 -3.84249 2.99058 5.39077
H30 -3.05671 1.65314 6.19499
H31 -4.79226 1.72754 6.25803
C16 -3.74165 -3.53083 -4.78215
O10 -2.49400 -4.01637 -4.26409
C17 -1.36582 -3.19047 -4.62363
C18 -1.27734 -1.91266 -3.85312
O11 -1.95602 -0.90265 -4.66720
C19 -2.09421 0.36504 -4.06953
C20 -3.20796 1.04905 -4.76411
O12 -2.95043 1.23614 -6.15413
C21 -4.05814 1.89245 -6.65228
H32 -4.55691 -3.98432 -4.25433
H33 -3.89101 -3.80782 -5.84460
H34 -3.75567 -2.40150 -4.73456
H35 -1.35839 -3.01438 -5.69215
H36 -0.46735 -3.76176 -4.35022
H37 -0.27080 -1.57741 -3.58452
H38 -1.83347 -2.00951 -2.91572
H39 -1.16222 0.92317 -4.08986
H40 -2.35095 0.19311 -2.97154
H41 -3.31324 2.00613 -4.24454
H42 -4.17759 0.50230 -4.66398
H43 -4.86825 1.15040 -6.76493
H44 -3.78923 2.29451 -7.63696
H45 -4.40373 2.63350 -5.96073
C22 -6.81184 2.44915 -3.56930
O13 -5.78708 3.40956 -3.59123
C23 -5.47030 3.89621 -2.31721
C24 -4.28066 4.85865 -2.55063
O14 -3.13652 4.08353 -2.94523
C25 -1.95290 4.91420 -2.93664
C26 -0.78330 4.04962 -3.50640
O15 -0.41490 2.97987 -2.63543
C27 0.80559 2.29573 -3.09251
H46 -6.54179 1.59827 -3.01124
H47 -7.03383 2.29726 -4.65738
H48 -7.68754 2.86699 -3.03301
H49 -5.21764 3.09635 -1.62197
H50 -6.33283 4.36189 -1.90140
H51 -4.05035 5.44408 -1.64978
H52 -4.64406 5.49348 -3.35299
H53 -1.70388 5.30022 -1.97614
H54 -2.10155 5.83615 -3.54275
H55 0.12786 4.74124 -3.49312
H56 -1.01051 3.79141 -4.53565
H57 1.69928 2.86140 -2.68587
H58 0.76589 2.25890 -4.19338
H59 0.81710 1.28113 -2.68353
C28 4.30172 -4.46118 4.46433
O16 3.88866 -5.47792 5.34506
C29 4.25884 -5.49585 6.76247
C30 3.10664 -4.93421 7.60993
O17 1.93848 -5.77356 7.63408
C31 1.12412 -5.55628 6.50878
C32 -0.08623 -6.43554 6.82165
O18 -0.62122 -6.79767 5.59294
C33 -1.98139 -7.18451 5.75184
H60 5.26189 -3.99838 4.79067
H61 3.62464 -3.59221 4.40581
H62 4.48768 -4.94604 3.47794
H63 5.17656 -4.95701 6.89016
H64 4.54451 -6.55816 7.02649
H65 2.95866 -3.89900 7.28929
H66 3.47558 -4.82441 8.65875
H67 1.63551 -5.82100 5.55463
H68 0.74327 -4.49825 6.41806
H69 -0.79901 -5.92870 7.47435
H70 0.24645 -7.39023 7.30794
H71 -2.58590 -6.29169 5.87963
H72 -2.07525 -7.99383 6.49497
H73 -2.43896 -7.54959 4.84513
C34 5.13727 2.46866 2.68327
O19 4.02966 2.77434 3.51594
C35 3.45172 1.60218 4.11283
C36 2.43012 1.98138 5.18178
O20 1.35304 2.78304 4.69984
C37 0.60404 3.34540 5.74965
C38 -0.54580 4.22323 5.28890
O21 -1.39790 4.34692 6.37938
C39 -2.23262 5.46120 6.19610
H74 4.90173 2.03066 1.73360
H75 5.81890 1.84085 3.27052
H76 5.59162 3.40913 2.51127
H77 4.18447 0.99823 4.67932
H78 3.04631 0.94209 3.25252
H79 2.99963 2.47637 5.99660
H80 2.03081 1.00083 5.51301
H81 1.29080 3.96255 6.27053
H82 0.13319 2.58282 6.46489
H83 -0.98672 3.76001 4.34964
H84 -0.20579 5.16230 4.87600
H85 -3.20834 5.16235 5.81427
H86 -1.84609 6.27007 5.57401
H87 -2.49308 5.78403 7.20913
C40 0.57671 -3.19681 -8.17739
O22 1.19363 -4.34545 -7.68454
C41 0.25802 -5.32044 -7.38262
C42 0.98374 -6.34685 -6.49375
O23 1.33537 -5.61458 -5.31197
C43 2.04469 -6.21208 -4.33998
C44 1.91251 -5.27834 -3.07302
O24 0.57575 -5.01714 -2.83456
C45 0.31240 -5.03698 -1.44181
H88 1.22317 -2.30512 -8.15051
H89 -0.27873 -2.95998 -7.48877
H90 0.16295 -3.37626 -9.20328
H91 -0.07539 -5.85031 -8.27157
H92 -0.65168 -4.93113 -6.99796
H93 1.86536 -6.66186 -7.02050
H94 0.42513 -7.26221 -6.28859
H95 3.12979 -6.35167 -4.54475
H96 1.62122 -7.19631 -4.06124
H97 2.45904 -4.31004 -3.16016
H98 2.33363 -5.89904 -2.19161
H99 -0.70558 -4.67884 -1.36051
H100 1.04679 -4.36529 -0.92365
H101 0.33285 -6.03459 -1.06380
C46 2.78520 -1.34881 -5.02601
O25 3.02402 -0.01838 -4.65720
C47 4.20953 0.58474 -5.13305
C48 4.32035 2.01120 -4.63268
O26 4.42341 2.16156 -3.24589
C49 5.10405 3.27767 -2.81206
C50 6.62999 3.17530 -2.74022
O27 7.31265 2.71866 -3.90665
C51 8.64803 2.30001 -3.59905
H102 2.67631 -1.60306 -6.11492
H103 1.78661 -1.62201 -4.60663
H104 3.59134 -1.98312 -4.56332
H105 4.26581 0.54015 -6.17866
H106 5.13948 0.08060 -4.77745
H107 3.50444 2.60008 -5.11225
H108 5.24354 2.36310 -5.14200
H109 4.68984 3.44810 -1.82103
H110 4.83547 4.16071 -3.43682
H111 6.81227 2.46463 -1.90760
H112 7.02695 4.19182 -2.64876
H113 9.31304 3.13558 -3.27574
H114 9.02377 1.84225 -4.48355
H115 8.59754 1.58737 -2.72772
N1 0.94218 -3.59698 2.02303
C52 0.67744 -4.92117 2.22185
C53 1.61180 -5.91054 1.98565
C54 2.87466 -5.50726 1.52369
C55 3.14078 -4.17787 1.23911
C56 2.18260 -3.25429 1.53234
H116 -0.27665 -5.28208 2.56968
H117 1.51633 -6.93600 2.18184
H118 3.67204 -6.25053 1.37763
H119 4.07997 -3.84492 0.86367
H120 2.35983 -2.21673 1.26775
N2 2.89292 0.62299 0.13789
C57 3.03338 -0.01748 -1.01408
C58 1.98777 -0.75031 -1.62264
C59 0.80009 -0.79243 -0.92947
C60 0.67838 -0.05926 0.23015
C61 1.68898 0.66394 0.73418
H121 4.01440 -0.09901 -1.52024
H122 2.08917 -1.36615 -2.49766
H123 0.00684 -1.43216 -1.37316
H124 -0.23572 -0.03337 0.82064
H125 1.65489 1.30341 1.61453

Here are the Mulliken charges for atoms 1 to 2, given in e: atom 1 (C): -0.179, atom 2 (C): 1.308